A structure of composition C20H46N5O10Y in a non-equilibrium geometry, computed with the ωB97M-V functional and the def2-TZVPD basis.

XYZ file:
```
82
Properties=species:S:1:pos:R:3:forces:R:3:mulliken_charge:R:1
Y -2.049 1.767 0.125 2.56 -2.62 -1.51 1.7732
O -0.561 -1.148 -2.594 -0.65 -0.02 0.76 -0.2911
C -1.103 -0.238 -1.825 -0.97 2.15 0.71 0.9677
O -0.747 0.929 -1.805 2.37 3.91 -0.27 -0.8055
O -2.080 -0.469 -1.072 -1.78 -1.83 1.17 -0.7631
H -1.194 -1.764 -2.217 0.16 -2.68 -0.93 0.1908
C 1.993 -3.407 2.123 -0.75 -1.16 0.91 -0.5316
O 0.593 -3.552 1.762 1.45 0.72 -0.96 -0.3543
C 0.495 -3.373 0.327 0.47 0.00 0.70 0.4220
C 0.804 -4.652 -0.427 -1.01 0.33 -1.07 -0.6932
O 0.690 -4.324 -1.827 0.04 -1.46 -0.41 -0.2311
C 0.495 -5.490 -2.706 -0.62 0.30 0.55 -0.8823
H 2.618 -4.143 1.617 -0.04 0.12 -0.29 0.3257
H 2.036 -3.693 3.174 0.09 0.25 0.09 0.3121
H 2.419 -2.413 1.985 -0.33 0.15 -0.20 0.1068
H 1.226 -2.635 -0.002 -0.13 0.47 -0.01 -0.0425
H -0.524 -3.029 0.151 0.01 -0.06 -0.32 0.1295
H -0.007 -5.317 -0.133 0.32 -0.72 -0.08 0.3790
H 1.806 -5.042 -0.249 -0.14 -0.15 0.33 0.2667
H 1.122 -6.376 -2.604 1.09 0.59 0.45 0.3382
H 0.532 -5.160 -3.744 0.06 0.22 0.27 0.2626
H -0.464 -5.974 -2.520 -0.58 0.55 0.05 0.3404
C -1.092 -0.814 2.525 -0.22 -1.51 1.26 -0.0253
O -1.413 0.014 1.661 -0.02 0.75 -0.17 0.0371
N -0.805 -0.517 3.804 -0.39 1.09 -3.93 0.1466
C -0.301 -1.436 4.763 -0.98 -1.32 0.20 -1.0246
C -0.625 0.885 3.990 0.31 0.66 2.21 -0.8786
H -1.081 -1.903 2.365 0.01 0.22 -0.56 0.4152
H -0.947 -1.238 5.618 0.88 -0.31 0.70 0.4334
H 0.781 -1.448 4.897 -0.11 0.60 0.33 0.2963
H -0.552 -2.440 4.421 -0.04 -0.09 -0.02 0.3619
H -0.577 0.946 5.077 0.55 0.74 0.05 0.4084
H 0.303 1.199 3.511 -0.08 0.35 0.13 0.2266
H -1.465 1.532 3.738 -0.04 -0.36 -0.48 0.2134
C 3.068 -1.002 -2.711 0.69 -0.28 0.53 0.4228
O 3.945 -1.299 -1.886 -0.92 0.74 -1.09 -0.7161
N 3.162 -0.203 -3.793 0.05 1.55 -1.01 0.0964
C 1.948 0.076 -4.575 0.25 -0.47 -0.04 -0.9015
C 4.388 0.465 -4.229 0.48 -0.58 0.35 -0.9836
H 2.043 -1.398 -2.637 0.00 -0.13 0.14 0.1540
H 2.095 0.541 -5.550 0.92 -0.10 0.08 0.3826
H 1.331 0.808 -4.054 -0.55 -0.58 0.20 0.1442
H 1.548 -0.909 -4.817 -0.95 0.36 0.31 0.4055
H 4.373 1.464 -4.665 -1.22 0.40 0.64 0.3711
H 5.009 0.498 -3.333 0.60 -0.25 -0.51 0.3142
H 4.786 -0.056 -5.099 0.57 -0.65 0.46 0.3251
C 1.370 2.572 1.009 3.80 -0.38 0.62 -0.1298
O 0.207 2.289 0.815 -2.58 -0.19 -0.37 -0.3040
N 2.417 1.734 0.934 -0.72 0.92 0.32 0.3492
C 3.711 2.100 1.500 0.92 0.54 -1.26 -1.0547
C 2.299 0.389 0.502 -0.09 -1.58 -0.68 -1.0136
H 1.823 3.532 1.301 -1.11 0.51 0.07 0.3051
H 4.482 1.654 0.871 -0.06 -0.72 0.31 0.3514
H 3.863 1.845 2.549 -0.24 -0.03 -0.12 0.3474
H 3.982 3.132 1.278 -0.64 0.41 0.58 0.3887
H 2.340 -0.292 1.353 -0.23 -0.11 0.07 0.7055
H 1.415 0.209 -0.111 -0.28 0.22 0.38 -0.2438
H 3.114 0.089 -0.156 0.30 0.25 0.10 0.2409
C -0.841 4.606 -1.722 -0.03 0.93 0.28 0.1879
O -1.339 3.712 -1.004 -0.69 -0.46 0.15 -0.6122
N -0.422 5.764 -1.211 0.42 -1.00 -0.64 0.1854
C 0.050 6.806 -2.052 1.76 1.24 -2.96 -0.9526
C -0.540 6.004 0.189 -1.45 0.92 1.31 -0.9206
H -0.748 4.554 -2.817 -0.10 -0.38 0.34 0.3596
H 1.102 7.084 -1.986 0.22 -0.39 1.10 0.3723
H -0.410 7.781 -2.216 -1.13 -0.15 1.37 0.3806
H 0.074 6.527 -3.106 -0.39 -0.90 -0.05 0.2950
H -1.591 6.276 0.288 -0.23 0.04 0.67 0.3887
H -0.366 5.170 0.869 0.30 -0.18 -0.55 0.1378
H -0.006 6.884 0.546 0.37 -0.21 -0.46 0.3717
C -4.556 0.068 1.719 -1.68 -1.91 -2.29 0.0842
O -4.013 0.874 0.864 -0.68 -1.21 1.45 -0.9082
N -5.220 -1.127 1.375 2.33 3.88 -1.14 0.2223
C -5.878 -1.932 2.351 -0.39 -0.25 1.80 -1.0426
C -5.355 -1.515 -0.081 0.23 -0.32 1.23 -0.8781
H -4.651 0.353 2.778 0.32 -0.28 -0.28 0.4641
H -6.950 -1.742 2.401 -0.06 -0.08 -0.32 0.3769
H -5.495 -1.705 3.346 0.05 0.27 0.04 0.3635
H -5.700 -3.004 2.270 0.08 0.11 -0.63 0.3827
H -4.347 -1.680 -0.463 -0.17 0.35 -0.32 0.2521
H -5.884 -2.468 -0.099 0.06 0.07 0.08 0.3987
H -5.961 -0.803 -0.641 0.37 0.19 0.10 0.3034
```
Forces are in eV/Å.

The HOMO energy is -12.87 eV. The calculation puts the max |F| at 4.668 eV/A. As for the net charge: +2. The value obtained for the energy is -50443.3660 eV.

***

A structure of composition C20H46P4SSc in a non-equilibrium geometry, computed with the ωB97M-V functional and the def2-TZVPD basis.

XYZ file:
```
72
Properties=species:S:1:pos:R:3:forces:R:3:mulliken_charge:R:1
Sc 0.047 -0.020 0.645 -0.54 2.52 1.74 -1.0267
P 2.032 1.187 2.011 1.39 1.10 0.59 1.5422
P -1.770 1.935 1.307 -1.41 0.98 -0.01 0.9378
P 0.837 1.448 -1.352 0.62 1.18 -1.83 1.3463
H -0.833 -2.782 0.620 0.17 0.27 0.48 0.4267
C -0.095 -2.268 0.010 3.73 -1.52 0.42 -0.3846
C 1.254 -2.069 0.380 -2.30 -2.81 -1.36 -0.2855
H 1.679 -2.461 1.312 -0.49 0.55 0.06 0.2732
C 2.497 0.835 3.749 -0.25 -0.46 0.26 -1.3721
C 1.965 3.023 2.137 -0.49 0.05 -0.26 -1.2972
C 3.685 0.979 1.243 -0.10 -0.32 -0.36 -1.2421
C -3.353 1.396 0.540 0.25 -0.31 -0.17 -1.2571
C -2.365 2.394 2.987 0.45 -0.31 0.34 -1.3355
C -1.566 3.633 0.630 0.50 -0.05 -0.21 -1.1533
C 2.117 0.526 -2.296 0.02 -0.56 0.22 -0.9999
C 1.543 3.135 -1.504 0.03 0.30 0.65 -1.3817
C -0.632 1.621 -2.446 -0.33 -0.38 0.17 -1.1294
H -0.372 -2.200 -1.041 0.13 0.51 -0.07 -0.0553
H 2.024 -1.849 -0.376 -0.53 0.48 0.06 0.3983
H 2.491 -0.245 3.947 0.07 0.28 0.06 0.3375
H 1.816 1.335 4.451 0.18 -0.14 -0.25 0.3476
H 3.515 1.216 3.928 -0.38 -0.11 -0.14 0.5478
H 1.105 3.322 2.753 0.21 -0.01 -0.13 0.3305
H 1.873 3.491 1.149 0.03 -0.10 0.30 0.2610
H 2.885 3.387 2.619 -0.26 -0.22 -0.13 0.5259
H 3.947 -0.086 1.237 0.11 0.22 -0.05 0.4071
H 4.430 1.523 1.845 -0.28 -0.16 -0.21 0.4992
H 3.707 1.357 0.213 0.04 -0.09 0.29 0.2729
H -4.132 2.161 0.661 0.25 -0.16 -0.01 0.4314
H -3.689 0.463 1.012 -0.02 0.23 -0.13 0.3403
H -3.197 1.205 -0.530 -0.18 0.07 0.16 0.3485
H -3.036 3.262 2.929 0.17 -0.29 -0.19 0.5671
H -1.512 2.667 3.621 -0.21 0.01 -0.05 0.3725
H -2.905 1.567 3.460 0.11 0.17 -0.12 0.4009
H -2.401 4.268 0.956 0.16 -0.28 -0.10 0.5780
H -1.527 3.631 -0.465 -0.04 0.04 0.29 0.3095
H -0.633 4.070 1.007 -0.23 -0.03 -0.07 0.3054
H 2.215 0.926 -3.314 -0.13 -0.04 0.28 0.4468
H 1.863 -0.539 -2.373 0.09 0.31 -0.15 0.1176
H 3.088 0.604 -1.787 -0.25 0.14 -0.09 0.3176
H 1.695 3.396 -2.561 -0.15 -0.34 0.22 0.5175
H 2.513 3.197 -0.999 -0.16 -0.01 -0.12 0.4267
H 0.872 3.880 -1.063 0.14 -0.11 -0.09 0.3422
H -0.332 1.848 -3.478 0.02 -0.10 0.29 0.4500
H -1.300 2.414 -2.084 0.33 -0.14 -0.06 0.3236
H -1.212 0.688 -2.463 0.07 0.23 -0.18 0.1956
C -0.473 -2.649 -4.929 -0.34 -1.14 -1.35 0.4279
C -1.548 -2.550 -5.855 0.54 -0.05 0.79 -0.3096
C -1.747 -3.555 -6.793 -0.16 -0.21 -0.37 -0.5384
C -0.861 -4.636 -6.889 0.19 0.10 0.49 -0.4083
C 0.271 -4.671 -6.062 0.00 0.17 -0.01 -0.5727
C 0.488 -3.668 -5.111 -0.62 0.23 0.12 -0.3608
S -0.186 -1.390 -3.749 0.20 0.78 0.56 -0.1556
H -0.841 -1.648 -2.547 -0.13 -0.42 -1.36 0.0889
H -2.185 -1.670 -5.829 -0.10 -0.27 0.09 0.3843
H -2.612 -3.512 -7.470 0.50 0.09 0.36 0.3603
H -1.041 -5.451 -7.599 0.08 0.46 0.26 0.3940
H 0.998 -5.482 -6.151 -0.25 0.31 -0.04 0.3726
H 1.399 -3.631 -4.515 -0.22 -0.28 -0.03 0.3527
C -0.730 -0.156 4.779 0.14 0.59 -0.02 -1.2575
P -0.642 -0.964 3.137 -0.50 -0.75 1.12 1.0645
C 0.253 -2.484 3.649 0.27 0.06 -0.31 -1.3749
C -2.348 -1.638 3.029 0.01 0.11 -0.37 -1.2259
H 0.273 0.098 5.141 -0.33 -0.14 -0.06 0.4092
H -1.192 -0.862 5.488 0.14 0.18 -0.31 0.4809
H -1.331 0.760 4.746 0.19 -0.33 0.10 0.2333
H -0.286 -2.932 4.497 0.21 0.11 -0.28 0.4874
H 0.301 -3.202 2.823 -0.05 -0.05 0.27 0.4510
H 1.277 -2.237 3.960 -0.25 -0.13 -0.02 0.2704
H -3.087 -0.827 2.985 0.14 -0.26 0.05 0.2935
H -2.448 -2.255 2.126 -0.19 0.05 0.27 0.3242
H -2.532 -2.262 3.917 -0.02 0.20 -0.30 0.4842
```
Forces are in eV/Å.

The HOMO energy is -15.46 eV. As for the relative energy (zero: lowest compared OMol25 entry of this formula, charge and spin): 0.00 kJ/mol. The calculation puts the max |F| at 4.051 eV/A. As for the net charge: +3. The value obtained for the energy is -90151.4884 eV.

***

What is the max |F| in the second record? 4.051 eV/A

***

The lowest max |F| belongs to which entry? C20H46P4SSc

***

What is the HOMO in the first record? -12.87 eV

***

Which of these has the highest net charge? C20H46P4SSc